# 1
{"formula": "C50H79N3O22", "method": "ωB97M-V/def2-TZVPD", "orbital_gap_ev": 9.09, "e_above_lowest_ev": 0.579, "smiles": "O=[N+]([O-])c1ccccc1.O=[N+]([O-])c1ccccc1.O=[N+]([O-])c1ccccc1.CCOC(C)=O.CCOC(C)=O.CCOC(C)=O.CCOC(C)=O.CCOC(C)=O.CCOC(C)=O.CCOC(C)=O.CCOC(C)=O", "total_energy_ev": -102638.8455, "symbols": ["O", "H", "C", "O", "H", "C", "C", "C", "H", "H", "H", "C", "O", "H", "C", "H", "O", "H", "H", "C", "C", "C", "O", "C", "C", "H", "H", "H", "O", "H", "N", "C", "H", "C", "H", "N", "C", "C", "H", "H", "C", "H", "O", "O", "O", "O", "H", "C", "C", "H", "H", "C", "H", "C", "H", "C", "H", "H", "H", "C", "O", "C", "H", "H", "H", "H", "H", "H", "O", "H", "H", "H", "C", "O", "H", "H", "H", "H", "C", "C", "O", "C", "H", "O", "H", "H", "C", "C", "H", "C", "H", "O", "H", "H", "C", "H", "H", "H", "C", "C", "C", "H", "O", "H", "H", "N", "C", "C", "C", "H", "O", "H", "O", "O", "H", "C", "C", "O", "H", "H", "H", "H", "H", "H", "H", "C", "H", "H", "H", "C", "H", "H", "O", "C", "C", "C", "H", "C", "C", "C", "H", "H", "H", "H", "H", "H", "H", "C", "H", "H", "C", "C", "H", "H"], "xyz": [[1.4873, 3.6459, 0.7491], [-2.9034, 0.4762, -1.3003], [-0.3885, -0.4855, -7.0793], [0.6236, -4.8541, 1.8568], [-4.0812, 1.5894, 6.6136], [-6.3557, 2.8447, 3.5581], [-0.4918, 2.6917, 4.8979], [2.1438, 4.2284, -0.1056], [3.7057, -2.9243, -0.1474], [-2.5315, -2.7391, 0.2691], [6.2053, -4.8769, -3.3757], [4.6529, 1.8878, -3.3526], [-4.2045, 3.7354, 3.1074], [-2.5563, 0.4385, -3.0306], [4.0966, -1.0187, -5.5813], [-0.6774, 5.5345, 0.3199], [-3.7400, -1.1802, 4.8527], [-6.3017, 5.2338, -2.2525], [-0.6035, -2.5761, -7.3898], [-3.1968, 4.2008, 2.1508], [-0.0469, -5.1584, 2.7691], [6.2492, 0.5899, -1.5462], [1.3365, 2.1920, -4.5141], [-2.7172, -2.7716, -0.8015], [-0.5227, 0.0534, -0.2796], [-6.8619, 3.5450, -2.0275], [-3.4881, 0.0632, 7.0561], [1.2707, -1.6243, 5.2252], [-2.7639, 3.1875, -2.1340], [0.0897, 4.6548, -2.5598], [-1.3529, 1.8049, 7.0120], [-5.1149, 3.8294, -3.2204], [4.0371, 3.5153, -0.9077], [-0.6268, 5.7491, -0.8010], [3.2768, -0.5699, -6.1300], [8.3044, 1.3054, -2.6908], [-4.2058, 0.5021, 6.4126], [3.6458, 4.2964, -0.2138], [-2.5481, 0.4811, 4.9857], [0.1534, -2.5934, 3.1650], [-0.3718, -6.6239, -1.5808], [-4.2360, -3.4949, 4.5184], [1.5312, -1.0634, 0.1416], [3.9981, -2.5247, -2.8632], [-1.2275, -3.1537, -2.6082], [0.0313, -4.4582, 3.9613], [3.9413, 5.2644, -0.7581], [0.7222, -3.1773, 3.8480], [0.8444, 0.1601, 0.4036], [6.9063, 0.0712, -0.9156], [-2.7423, -1.7089, -1.1662], [-0.4543, -1.8258, -6.6615], [2.3106, 1.7804, 3.2585], [-3.5137, -3.2152, 3.7689], [-1.2501, 3.4526, 5.0271], [0.4352, 2.6130, 3.8746], [-1.2510, -6.7084, -2.2636], [-4.2878, 4.4792, -3.3826], [-5.6806, 3.8490, -4.1470], [0.7397, -2.5609, 5.2306], [-2.0583, 2.7966, 7.1102], [0.1722, 4.6515, -1.4664], [-1.2498, -6.6119, 3.9392], [-2.5374, -3.6078, 4.1124], [-5.7546, 2.8683, 4.5009], [2.3817, -3.5601, 0.8066], [0.3564, -1.2897, -3.3697], [-0.3214, -2.3909, 5.5433], [-1.1012, -4.4636, -0.7420], [5.0125, -0.9111, -6.1180], [4.2729, -0.6023, -4.5880], [-0.5966, -7.0801, 2.3004], [-1.6126, -3.4574, -1.4889], [-5.5826, 3.4203, 1.3466], [-1.9567, -5.9094, 2.5220], [-0.1578, -3.1050, -5.0301], [-1.2803, -0.5196, 0.3173], [-1.6224, 5.7174, -1.1127], [-3.3161, -1.7627, 3.7520], [-3.6376, 0.2582, 5.0663], [-4.6627, 2.5005, -3.0422], [-6.0143, 4.2014, -2.0571], [-1.8606, 2.4929, 2.3395], [4.7513, -3.1667, -4.8223], [-5.2460, 0.2418, 6.5192], [0.8382, -5.1751, -0.5251], [2.5092, -1.4111, 0.9818], [3.1783, -2.8321, 0.7986], [-2.5593, 4.8872, 2.6332], [0.0549, -5.2012, -1.3307], [-5.4826, 4.2082, -1.0972], [-1.4369, 0.8273, 7.7138], [0.4970, -7.1438, -2.0099], [0.9670, 0.3362, 7.0431], [1.5228, 1.7673, 4.0011], [-3.7543, -3.6940, 2.7650], [2.5455, 0.2993, 5.2397], [-3.6630, -3.3027, -0.9699], [-5.3323, 3.3634, 2.5484], [4.8528, 0.5033, -1.3743], [-0.3277, 1.7600, 5.9536], [3.9386, 2.2759, -4.1535], [8.8855, 0.3973, -2.1372], [0.2353, 3.1678, 2.9392], [-0.1176, 6.6913, -0.9009], [0.7442, 1.2296, -4.0172], [0.1095, -1.0906, -4.4407], [4.0455, 1.1100, -2.3630], [1.6801, 0.9219, 5.1170], [-3.7818, 4.7362, 1.3277], [1.5970, 4.8148, -1.1261], [3.7263, -3.0540, 1.7022], [-2.8086, -1.1211, 2.8579], [0.5214, 1.1089, -2.8322], [-0.2247, 3.6784, -1.1386], [6.8130, 1.2955, -2.5857], [-2.5476, 2.9390, 1.6127], [8.7897, 2.1036, -3.4200], [-2.0338, 3.3027, 0.6946], [0.7630, 0.3696, 1.4365], [-0.5388, -0.3775, -1.2181], [-7.2182, 3.4692, 3.4640], [-0.4819, -0.3491, -8.1843], [1.3724, 0.9690, -0.1034], [5.3902, -4.3711, -1.8713], [-3.4966, 2.3028, -2.4242], [1.2192, -3.1832, 6.0108], [-0.6409, -7.1353, -0.6525], [-4.3174, 0.3234, -2.5530], [0.0404, 0.5660, -6.2704], [0.3670, -4.6479, -2.2245], [-4.1546, 0.8309, 4.2593], [2.8230, -0.7397, 1.9372], [4.7620, -3.1958, -3.4992], [6.0261, 1.8951, -3.5343], [-3.2775, 0.7984, -2.3021], [-3.3564, 2.2269, 1.3453], [5.8516, -4.0800, -2.7629], [0.2317, 0.1993, -4.9250], [-0.1814, -2.0977, -5.3493], [4.4157, -0.0855, -0.5932], [6.7313, -3.4945, -2.6520], [0.2878, 1.5647, -6.6318], [4.0409, 4.1337, 0.7354], [3.5442, -2.8505, -6.4557], [2.7525, -2.5947, -4.9473], [6.5592, 2.2912, -4.3922], [0.7115, 0.8416, 6.1271], [-0.8739, 1.0787, -0.4678], [1.7064, -3.3599, 3.4382], [3.7057, -2.4447, -5.4507], [-1.0453, -6.2648, 2.9019], [2.9772, 1.0816, -2.3740], [-6.4979, 1.8611, 3.0926]], "mulliken_charge": [-0.367, -0.460, -0.280, -0.430, 0.346, -1.030, -0.620, 0.818, 0.029, -0.013, 0.386, -0.536, -0.314, 0.052, -0.524, 0.109, -0.446, 0.389, 0.462, -0.713, 0.693, -0.701, -0.640, -0.190, 0.450, 0.306, 0.460, -0.200, -0.450, 0.290, 1.082, -0.334, 0.003, -1.205, 0.351, 0.981, -1.816, -0.967, -0.403, 0.201, -1.417, 0.416, 0.545, -0.181, -0.596, -0.405, 0.300, 0.124, 0.098, 0.535, -0.226, -0.798, 0.420, -0.719, 0.574, -0.229, 0.326, 0.292, 0.306, -0.658, -0.641, 0.907, 0.314, 0.018, 0.169, 0.098, 0.273, 0.232, -0.164, 0.379, -0.220, 0.366, 0.722, -0.585, 0.200, 0.588, 0.064, 0.330, 0.514, 1.549, -0.357, -0.772, -0.160, -0.396, 0.424, -0.006, 0.412, -0.978, 0.425, 0.375, 0.065, -0.615, 0.407, 0.520, -0.663, 0.228, 0.554, 0.482, 0.710, -0.373, 0.106, 0.224, -0.592, 0.750, 0.413, 0.988, 0.382, 0.772, -0.586, 0.264, -0.411, 0.412, -0.486, -0.133, -0.529, -0.149, 0.561, -0.601, -0.543, 0.116, -0.138, 0.439, 0.275, -0.380, 0.314, 0.300, 0.334, 0.259, 0.378, -0.951, 0.177, -0.152, -0.460, 0.595, -0.385, 0.365, 0.467, -1.308, -0.201, -0.496, 0.464, 0.320, 0.482, 0.351, 0.345, 0.112, 0.472, -0.615, -0.246, 0.291, -0.090, -1.129, -0.261, 0.245]}

# 2
{"formula": "C50H82BrFO16Si", "method": "ωB97M-V/def2-TZVPD", "orbital_gap_ev": 9.71, "e_above_lowest_ev": 3.500, "smiles": "C#C[Si@](Br)(CCF)CCCCCCCCCCCCCC.O=C1CCCO1.O=C1CCCO1.O=C1CCCO1.O=C1CCCO1.O=C1CCCO1.O=C1CCCO1.O=C1CCCO1.O=C1CCCO1", "total_energy_ev": -166574.4599, "symbols": ["H", "F", "H", "H", "C", "H", "H", "O", "H", "H", "H", "C", "H", "C", "H", "C", "H", "C", "H", "H", "C", "H", "C", "H", "Br", "H", "C", "H", "C", "O", "H", "C", "H", "C", "C", "H", "H", "C", "H", "C", "H", "H", "C", "H", "H", "H", "H", "C", "O", "H", "H", "H", "H", "H", "H", "C", "C", "H", "C", "C", "H", "O", "O", "H", "C", "C", "H", "H", "H", "O", "H", "C", "C", "C", "H", "H", "H", "H", "C", "H", "C", "H", "O", "H", "H", "C", "H", "C", "H", "C", "O", "C", "C", "H", "C", "C", "H", "H", "H", "C", "H", "C", "H", "C", "H", "C", "O", "O", "C", "C", "H", "C", "C", "H", "C", "H", "H", "O", "H", "H", "H", "O", "O", "H", "O", "Si", "O", "C", "C", "C", "C", "H", "H", "H", "H", "H", "H", "C", "H", "H", "H", "C", "H", "O", "H", "H", "H", "H", "H", "C", "H"], "xyz": [[1.2043, 6.7723, -1.0615], [0.6220, 8.1835, -3.0380], [9.4856, -2.6777, -6.8480], [-1.3925, 4.8417, 3.1350], [-0.7872, -5.4259, -4.0069], [-5.8234, 9.9503, 0.1984], [-2.6678, 3.5183, 2.9633], [-7.9619, -4.1125, 0.6614], [0.5209, -1.5034, 4.9878], [1.2928, -0.2160, -1.2888], [5.4286, -0.3867, -0.3986], [0.9554, -5.1869, 0.5102], [3.0790, -1.7908, -4.3588], [-0.4854, 2.7465, 3.2254], [-0.7370, -1.5243, 2.2191], [-0.5649, -4.5562, 0.4580], [1.5093, -0.4102, 3.8113], [7.9481, -1.1495, 0.5856], [7.9180, -4.4349, -6.5910], [-7.9578, 9.4410, 2.3135], [-1.4703, 4.0280, 1.0449], [-0.1339, -4.9970, -4.7674], [-0.8059, 1.1862, 2.8376], [-7.5744, 10.0948, -0.0067], [0.4052, 7.2361, 1.9599], [7.3537, 0.8611, 0.0972], [1.3709, -2.0499, 1.6868], [9.7706, -2.3996, -3.8352], [-2.0241, -4.5931, -3.8222], [5.4298, 2.9718, 0.4956], [-1.8964, 1.1869, 2.4414], [4.9234, 3.8841, 1.1032], [-9.3828, -2.2518, -1.1194], [-8.3550, -2.8049, 0.6589], [3.7967, 5.8221, 1.5148], [-2.8575, 5.7626, 1.5546], [-9.0199, -5.8581, 0.3071], [0.1327, 6.3776, -1.2980], [-4.8655, -5.4703, 3.3667], [-6.2100, 7.4153, 1.3506], [-1.7555, -0.2988, 4.2524], [5.0012, 3.2527, 3.1590], [2.3355, -0.1551, -1.6161], [-0.5087, 0.8362, 5.0351], [4.1736, 5.8228, 3.6661], [3.3977, -2.5361, 2.6487], [-10.7478, -4.2824, 0.6826], [2.4675, -1.5941, -3.4774], [-3.2281, -2.7968, 2.7945], [-1.4854, -6.7537, -5.5385], [9.8066, -1.1337, -5.1093], [-6.1976, 7.8402, -0.7588], [-7.8230, 7.6717, -0.0126], [-0.6023, -3.5145, -0.0214], [3.1082, -3.3973, 1.0434], [-1.5790, 3.7900, 2.6632], [-2.7140, -6.7643, -3.7810], [-0.2658, -5.5075, -3.0496], [-0.7241, 0.1835, 4.1035], [3.0709, -2.2168, -2.2499], [-0.2525, 6.3300, -3.5349], [3.5132, -3.3418, -2.1780], [3.0137, -1.3458, -1.2024], [1.0319, -2.2656, 0.6075], [-3.3671, -3.9343, 3.5293], [0.1867, -1.9768, 2.7737], [2.7693, 6.1579, 1.3593], [8.3448, 0.0239, -1.1457], [-1.0573, -4.6156, 1.5035], [-6.2541, 8.2865, 2.3964], [-0.1671, -2.9856, 3.1904], [-5.3621, -3.6324, 2.3335], [-9.6247, -2.6467, -0.1296], [-2.4165, 9.6291, -0.6324], [0.1061, 5.2374, -1.4731], [0.5554, 3.0781, 2.8257], [1.9945, -6.5284, 2.0387], [-1.3982, 7.4968, -2.6742], [-0.3178, 7.1063, -2.6756], [1.7135, -4.5800, -0.1006], [9.4981, -3.1431, -5.8567], [-6.4347, 10.3492, 2.4519], [4.1356, 4.8373, 0.5325], [7.0968, -2.5549, -1.7358], [3.0605, 4.5725, 3.0944], [-4.7990, -4.3918, 3.5139], [-0.3788, 4.0919, 0.6832], [-6.7879, 9.5152, 0.4810], [-5.2772, -4.0992, 4.4520], [7.5509, -0.0880, -0.4028], [-5.7842, 6.2888, 1.4261], [-10.1354, -4.0685, -0.1999], [-2.2574, 5.4042, 0.6210], [-1.2203, -5.2421, -0.2246], [1.3932, -5.5453, 2.0169], [2.1597, -4.3951, 2.8405], [-3.0017, 5.1841, -0.2427], [1.8498, -0.9840, 1.6548], [-0.7408, -7.6106, -4.1822], [8.2469, -3.9649, -5.6618], [-10.3282, -1.9921, 0.3859], [-6.9149, 9.4867, 1.9850], [-2.6685, -7.1502, -2.7579], [-6.8053, 8.0460, 0.1230], [0.8529, -6.2091, -0.0480], [3.9692, 5.1317, 2.8460], [-7.7397, -1.9075, 1.1879], [7.3123, -2.3201, 0.3004], [5.0995, 4.1649, 2.5697], [-1.9686, 8.4908, -0.1189], [-8.4134, -5.0126, -1.1356], [-4.5116, -2.3865, 2.3100], [9.3579, -2.0762, -4.7941], [-6.4280, -3.4230, 2.4154], [6.2942, -0.6725, -1.0059], [10.4156, -3.7289, -5.7717], [8.3723, -4.7390, -4.8985], [7.2787, -1.0420, -4.1322], [-0.0560, 0.8771, 1.9986], [1.6689, 0.4426, -3.6079], [3.1550, -4.8660, 3.2317], [-2.4645, -4.4656, 4.1316], [-2.0514, -3.3903, -3.7268], [-0.4351, 2.9064, 4.3774], [8.7422, -1.0119, 1.4855], [-1.0285, 6.8225, 0.2021], [-3.1227, -5.3940, -3.7337], [2.5698, -3.0739, 2.0248], [6.5310, -2.1555, -0.8883], [2.4633, -0.1253, -3.1196], [-8.8618, -4.8774, -0.1466], [-4.4114, -1.9798, 1.3016], [1.5738, -4.1138, 3.8081], [6.1090, -0.3465, -2.0311], [-3.4446, -7.3466, -4.3464], [4.4705, 6.6769, 1.3993], [5.5952, -2.7105, -0.7943], [0.4882, -0.9088, 3.9874], [-10.7389, -4.2741, -1.0861], [-5.2010, -4.2084, 1.4160], [6.0776, 4.6253, 2.7297], [7.8653, -1.9506, -4.6685], [-4.9005, -1.6050, 2.9701], [7.2534, -3.0383, -5.2127], [-2.8095, 10.5587, -1.2016], [2.8028, 0.7148, -1.1494], [3.4216, 0.3240, -3.4015], [1.4550, -1.9829, -3.6137], [0.4064, -5.7731, 2.5994], [-1.3610, -6.7530, -4.4504], [-2.0259, 3.1676, 0.4998]], "mulliken_charge": [0.205, -0.337, 0.269, 0.320, -0.102, 0.136, 0.284, -0.317, 0.317, 0.301, -0.123, 0.088, 0.333, -0.293, -0.123, -0.318, 0.375, 0.476, 0.299, 0.270, -0.337, 0.294, 0.064, 0.329, -0.351, 0.137, 0.524, 0.243, 0.502, -0.615, 0.187, 0.496, 0.273, 0.556, 0.406, 0.268, 0.319, -0.465, 0.317, 0.557, 0.117, 0.299, -0.381, 0.432, 0.365, 0.394, 0.269, -0.410, -0.196, 0.273, 0.309, 0.247, 0.268, 0.230, -0.005, -0.703, -0.420, 0.068, -0.678, 0.421, 0.245, -0.653, -0.215, -0.439, 0.429, 0.169, -0.517, 0.248, -0.233, -0.359, 0.306, -0.016, -0.466, -0.052, 0.321, -0.153, 0.345, 0.193, -0.221, -0.254, -0.501, 0.323, -0.347, -0.146, 0.011, -0.615, 0.109, -0.349, 0.325, -0.381, -0.606, -0.485, -0.516, 0.168, -0.678, -0.658, 0.373, 0.228, 0.332, -0.416, 0.288, -0.461, 0.265, -0.359, 0.444, -0.307, -0.568, -0.412, -0.369, -0.437, 0.271, -0.456, -0.382, 0.044, 0.225, 0.323, 0.276, -0.568, -0.058, 0.404, 0.404, -0.615, -0.603, 0.384, -0.621, 0.572, -0.351, -0.706, 0.159, -0.563, -0.492, 0.318, 0.281, 0.380, 0.316, 0.271, 0.051, -0.936, 0.327, 0.155, 0.269, 0.488, 0.301, -0.340, 0.340, 0.276, 0.250, 0.203, 0.137, -0.568, 0.236]}